# 1
Below is a 2-piece molecular cluster, H8N6 overall in a non-equilibrium geometry, with properties calculated with ωB97M-V/def2-TZVPD.

Its total energy is -333.1026 a.u. The energy above the lowest of the compared OMol25 structures with the same formula, charge and spin is 57.9 kcal/mol. The value obtained for the frontier orbital gap (spin up / spin down) is 8.55 / 8.00 eV. The value obtained for the LUMO energy (spin up / spin down) is 0.034 / 0.041 Eh.

Geometry (Å):
H: -1.501 1.373 -1.343
N: -1.203 0.755 0.531
H: 2.112 -0.714 1.012
N: 1.736 -0.143 0.178
N: -1.866 0.685 -0.623
N: 0.511 -0.596 -0.294
H: -0.607 -2.202 0.105
H: -1.737 0.177 1.243
H: 1.004 1.658 0.733
N: 0.389 -1.929 -0.055
N: 1.824 1.227 0.385
H: 0.906 -2.300 0.822
H: -2.113 -0.074 -1.164
H: 2.043 1.565 -0.527

***

# 2
Below is an isolated ion of composition C6H12N5O2 and charge +1 in a non-equilibrium geometry, with properties calculated with ωB97M-V/def2-TZVPD.

Its total energy is -659.6629 a.u. The energy above the lowest of the compared OMol25 structures with the same formula, charge and spin is 103.1 kcal/mol. The structure (SMILES) is CC1=[N+](C)N=C[C@@H]([N+](=O)[O-])C1(N)N. The value obtained for the frontier orbital gap is 9.29 eV. Its total charge is +1. The value obtained for the LUMO energy is -0.162 Eh.

Geometry (Å):
N: 3.590 0.120 0.052
O: 3.682 -1.015 0.444
H: -2.042 2.573 -0.467
H: 2.562 0.234 -1.781
N: 1.078 -1.877 -0.823
H: -2.145 -0.902 0.914
H: 1.919 -2.397 -0.600
C: -0.480 -0.076 -0.107
H: -2.271 -0.857 -0.838
H: 1.476 0.004 1.754
C: 1.046 -0.606 -0.220
O: 4.366 1.015 0.213
H: -1.197 -2.041 -0.074
H: -1.419 2.672 1.181
C: 1.758 1.782 -0.487
C: -1.581 -1.026 -0.010
N: -0.515 1.231 -0.012
C: -1.691 1.984 0.380
N: 1.022 -0.723 1.217
H: 2.416 2.643 -0.528
H: 1.232 -1.644 1.577
H: 0.909 -1.871 -1.818
N: 0.558 2.064 -0.195
H: -2.478 1.319 0.720
C: 2.362 0.425 -0.726

***

# 3
Below is a 6-piece molecular cluster, C25H47NO17S5 overall in a non-equilibrium geometry, with properties calculated with ωB97M-V/def2-TZVPD.

Its total energy is -4305.4975 a.u. The structure (SMILES) is Nc1ccc2c(c1)C(=O)C=CC2=O.CCOS(C)(=O)=O.CCOS(C)(=O)=O.CCOS(C)(=O)=O.CCOS(C)(=O)=O.CCOS(C)(=O)=O. The value obtained for the frontier orbital gap is 8.37 eV. The value obtained for the LUMO energy is -0.024 Eh.

Geometry (Å):
C: -3.958 -1.861 -6.792
H: -1.352 -2.677 -11.561
H: -1.664 7.996 3.809
C: 1.141 -1.754 5.328
H: 5.791 -1.868 -0.611
H: -3.121 4.233 7.059
C: -0.641 2.888 0.534
C: -2.682 2.054 -1.080
H: 1.586 -0.767 5.210
C: -0.900 -1.965 -3.205
H: -0.043 -1.320 -3.019
H: -0.855 -1.396 -12.666
H: -1.634 4.770 7.890
H: -1.460 -2.125 -2.287
H: 0.383 7.110 4.968
C: 0.449 -1.632 -10.969
O: 3.993 -2.120 2.387
C: -0.255 1.715 3.108
C: 1.150 -3.232 8.948
H: 0.257 -4.032 -6.830
C: 5.770 -4.769 2.248
C: -0.310 7.777 5.484
H: 2.207 -3.003 9.054
H: -0.679 -2.761 4.731
H: -3.468 1.736 -1.750
H: -0.159 -1.489 3.630
H: 1.537 -2.856 -7.242
C: -0.228 -1.770 4.679
S: 0.127 -3.363 -9.054
C: -4.200 -2.000 -5.300
C: -2.353 1.312 0.021
C: -1.330 1.733 0.821
O: -3.048 6.194 5.016
O: 1.474 3.856 1.016
H: 0.908 -4.156 9.468
N: -2.360 3.981 -2.504
H: -1.817 9.250 5.028
H: 6.007 -5.696 1.728
H: -1.608 -1.001 -11.106
H: -0.149 -2.302 -6.979
H: -3.449 -2.743 -7.184
O: 6.449 -1.851 2.087
O: -2.993 -2.299 -4.568
H: 5.077 -5.802 4.007
O: 5.306 -3.855 1.232
C: -2.001 3.220 -1.342
H: -4.673 -1.106 -4.889
H: -3.330 -0.999 -7.013
H: 0.874 3.427 3.642
H: -0.574 -2.908 -3.635
S: 5.181 -2.315 1.616
C: -1.101 8.619 4.502
C: 4.902 -1.698 -0.010
O: 1.113 -4.227 -9.628
O: 0.402 -1.874 -9.550
O: 1.086 -2.002 6.753
O: -0.616 -3.749 7.114
C: -0.979 3.657 -0.546
S: 0.783 -3.483 7.244
H: 3.790 -5.370 2.861
O: -1.195 -0.960 -5.585
H: -3.067 5.846 7.817
C: -2.489 5.085 7.298
H: 6.698 -4.397 2.686
S: -1.918 5.751 5.771
C: 0.409 2.834 2.867
H: 1.813 -2.469 4.851
H: 1.135 -2.336 -11.443
H: 0.874 -0.637 -11.087
C: -0.930 0.934 2.024
H: -0.429 9.249 3.919
C: 4.725 -5.037 3.314
H: -2.920 0.414 0.226
H: 0.283 8.425 6.126
H: -4.903 -1.732 -7.318
O: 1.755 -4.366 6.675
H: 4.505 -4.140 3.890
H: -4.874 -2.835 -5.117
H: -2.906 4.771 -2.173
H: -0.421 4.567 -0.718
H: 4.703 -0.633 0.082
O: -2.561 -0.025 -3.728
H: -0.340 1.314 4.113
O: -1.268 -3.652 -9.189
O: -1.157 7.014 6.369
H: -2.989 3.439 -3.084
C: -0.922 -1.678 -11.615
H: 4.038 -2.205 -0.433
O: -1.128 -0.263 2.132
H: 0.533 -2.419 9.323
S: -1.929 -1.136 -4.369
C: 0.497 3.263 1.437
O: -0.954 4.863 5.196
C: 0.484 -3.104 -7.352
H: -0.904 -1.080 5.188

***

# 4
Below is one molecule with the formula C4H5NO2S in a non-equilibrium geometry, with properties calculated with ωB97M-V/def2-TZVPD.

Its total energy is -758.6854 a.u. The energy above the lowest of the compared OMol25 structures with the same formula, charge and spin is 122.2 kcal/mol. The structure (SMILES) is C=[S@@]1(=O)C=CC(=O)N1. The value obtained for the frontier orbital gap is 8.88 eV. The value obtained for the LUMO energy is -0.009 Eh.

Geometry (Å):
C: 1.296 -0.722 1.547
H: -2.141 1.769 -0.142
H: 1.693 0.344 1.200
H: 1.262 -0.089 -1.704
C: -1.304 -0.089 0.493
H: 2.033 -1.517 1.425
H: -2.124 -0.520 1.095
S: 0.271 -1.088 0.196
N: 0.366 -0.075 -1.230
O: 0.006 -2.449 0.007
C: -0.210 1.173 -1.159
C: -1.414 1.040 -0.203
O: 0.264 2.223 -1.523